(1)
The following is a quantum chemistry calculation of the molecule C9H23NSi at a distorted geometry, from the Open Molecules 2025 dataset.

XYZ file:
```
34
Properties=species:S:1:pos:R:3
C -1.720 -1.630 -0.789
C -0.826 -0.712 -1.595
Si 0.356 0.411 -0.626
C 1.025 1.866 -1.679
C -0.052 2.430 -2.570
C 1.808 -0.650 0.007
C 2.283 -1.605 -1.054
C -0.621 1.265 0.778
C -0.319 0.743 2.193
C -1.067 -0.506 2.594
N -0.716 -0.944 3.959
H -2.136 -1.095 0.088
H -1.271 -2.540 -0.373
H -2.606 -1.943 -1.351
H -1.431 -0.110 -2.269
H -0.084 -1.269 -2.179
H 1.927 1.669 -2.306
H 1.287 2.625 -0.915
H -0.274 1.773 -3.420
H 0.223 3.441 -2.980
H -0.998 2.528 -2.002
H 2.570 0.009 0.428
H 1.297 -1.164 0.826
H 2.626 -1.086 -1.990
H 3.070 -2.238 -0.667
H 1.482 -2.289 -1.387
H -1.680 1.272 0.520
H -0.279 2.303 0.736
H -0.464 1.536 2.930
H 0.777 0.520 2.235
H -2.133 -0.264 2.634
H -0.891 -1.319 1.900
H -1.342 -1.648 4.338
H 0.180 -1.376 3.988
```

Computed properties:
* orbital gap: 0.3746 Ha
* relative energy (zero: lowest compared OMol25 entry of this formula, charge and spin): 0.00 kcal per mole
* SMILES string: CC[Si](CC)(CC)CCCN
* HOMO energy: -9.22 eV


(2)
The following is a quantum chemistry calculation of a structure of composition C9H23O11S2V at a distorted geometry, from the Open Molecules 2025 dataset.

XYZ file:
```
46
Properties=species:S:1:pos:R:3
O 0.078 -5.779 1.668
V 0.944 -4.623 2.271
O 2.360 -4.527 1.609
C -0.506 -0.729 1.399
C -0.249 -2.204 1.775
O -0.223 -3.072 0.880
O 0.094 -2.629 2.920
H -0.442 -0.301 0.398
H -0.096 -0.007 2.105
H -1.587 -0.634 1.498
C -3.345 -3.358 3.722
O -2.466 -2.567 4.502
H -4.393 -3.086 3.854
H -3.058 -3.176 2.686
H -3.148 -4.415 3.902
H -1.551 -2.762 4.286
O 4.007 2.825 -2.110
S 2.676 3.063 -1.540
O 1.332 2.554 -1.983
O 2.801 2.809 0.091
C 1.616 2.527 0.784
C 1.952 2.580 2.231
C 2.555 4.890 -1.358
H 1.422 1.475 0.572
H 0.840 3.120 0.299
H 2.476 1.665 2.511
H 1.013 2.536 2.782
H 2.611 3.429 2.410
H 2.224 5.334 -2.297
H 3.554 5.292 -1.190
H 1.893 5.248 -0.570
O -2.631 -2.847 -2.749
S -1.572 -1.893 -3.208
O -1.364 -1.637 -4.613
O -1.885 -0.431 -2.490
C -0.961 0.645 -2.663
C -1.792 1.928 -2.566
C 0.116 -2.224 -2.292
H -0.562 0.560 -3.674
H -0.196 0.486 -1.903
H -2.854 1.867 -2.802
H -1.443 2.836 -3.057
H -1.672 2.185 -1.513
H 0.315 -3.295 -2.280
H 0.222 -1.764 -1.309
H 0.893 -1.895 -2.982
```

Computed properties:
* orbital gap (alpha / beta): 0.2677 / 0.0881 Ha
* multiplicity: 2
* net charge: +1
* HOMO energy (alpha / beta): -12.92 / -12.92 eV


no.,total energy (eV)
1,-19074.179
2,-79572.379